Entry 1:
DFT (ωB97M-V/def2-TZVPD) results for a molecular structure, C11H6CrN2O4 at a distorted geometry.

Geometry (Å):
Cr -0.0038 -1.0187 -2.1517
O 0.0266 2.7219 -4.1447
C 0.0148 1.7108 -3.5935
C 1.5529 -1.8268 -1.7122
O 2.5444 -2.3416 -1.4322
C -1.5785 -1.7985 -1.7255
O -2.5815 -2.2950 -1.4537
C -0.0044 -1.8854 -3.7417
O -0.0046 -2.4350 -4.7500
N -0.0216 -1.3283 1.9875
C -0.0238 -1.6647 0.6863
N -0.0062 -0.5897 -0.1620
C 0.0023 0.4693 0.6795
C 0.0220 1.8346 0.4081
C 0.0289 2.7151 1.5173
C 0.0189 2.2226 2.8416
C 0.0011 0.8419 3.0837
C -0.0065 0.0056 1.9806
H -0.0335 -1.9713 2.8077
H -0.0341 -2.6958 0.3520
H 0.0291 2.2070 -0.6045
H 0.0419 3.7852 1.3544
H 0.0235 2.9001 3.6840
H -0.0073 0.4370 4.0887

Results
2S+1 = 5
Expectation value of S² = 6.035
Net charge = +2
HOMO energy (spin up / spin down) = -15.87 / -15.79 eV
HOMO-LUMO gap (spin up / spin down) = 6.79 / 4.85 eV

***

Entry 2:
DFT (ωB97M-V/def2-TZVPD) results for C11H6N2 in the gas phase at a distorted geometry.

Geometry (Å):
C 0.5328 3.4919 2.4116
C 0.6663 2.4951 1.7332
C 0.7432 1.3357 0.8732
N 1.7563 0.5829 0.6777
C 1.2542 -0.5117 -0.0861
C 1.9229 -1.6582 -0.4601
C 1.1141 -2.6023 -1.1805
C -0.2798 -2.4754 -1.3024
C -0.9848 -1.3455 -0.8487
C -0.1325 -0.3527 -0.2611
N -0.4022 0.9405 0.2088
C -1.6255 1.4602 0.3077
C -2.8483 1.7146 0.2142
H 0.3278 4.4540 2.9236
H 3.0598 -1.5475 -0.5945
H 1.5702 -3.5581 -1.5881
H -0.8431 -3.2244 -1.7570
H -1.9728 -1.2130 -1.2279
H -3.8587 2.0139 -0.0436

Results
Structure (SMILES) = C#Cc1nc2ccccc2n1C#C
Energy relative to the best compared isomer or geometry (same formula, charge and spin) = 34.95 kJ/mol
HOMO energy = -8.75 eV
HOMO-LUMO gap = 8.95 eV

***

Entry 3:
DFT (ωB97M-V/def2-TZVPD) results for C11H7F3Si in the gas phase at a distorted geometry.

Geometry (Å):
C -0.7556 -2.0968 0.1978
C -0.4351 3.2305 0.2357
C 0.1353 -1.2569 -0.2500
C -0.0174 2.2886 -0.4044
C 2.8067 0.4010 -1.9047
C 2.4099 -0.9178 -1.7549
C 1.9267 1.4574 -1.7051
C 1.3483 -0.9579 -0.9924
C 0.6454 1.3415 -1.1585
C 0.3983 0.0383 -0.7677
C -1.9638 -0.4482 2.6132
F -2.8943 -0.0378 3.5574
F -1.1863 0.5952 2.2151
F -1.2309 -1.3138 3.3126
Si -2.4732 -1.4208 0.8398
H -0.2939 -3.0784 0.0649
H -1.1139 3.9502 0.4477
H 3.6229 0.5829 -2.5629
H 3.0718 -1.7057 -1.9806
H 2.2344 2.5371 -1.8722
H -2.7976 -2.7182 1.3881
H -3.4379 -0.4702 0.4814

Results
2S+1 = 3
Expectation value of S² = 2.018
HOMO energy (spin up / spin down) = -5.79 / -8.68 eV
HOMO-LUMO gap (spin up / spin down) = 6.10 / 5.36 eV

***

Entry 4:
DFT (ωB97M-V/def2-TZVPD) results for 2 unconnected molecules or ions with the total composition C11H8Br3F5O3 at a distorted geometry.

Geometry (Å):
O -4.5474 -2.0354 4.2771
C -4.6378 -1.4029 3.0771
O -4.5549 0.0855 3.1442
Br -3.5034 0.6353 4.5399
O -4.8604 -2.1491 1.8074
C -3.5865 -2.5084 1.1653
F -3.7284 -3.5784 0.1087
F -2.6682 -3.1044 2.2040
C -2.7486 -1.1876 0.5748
C -3.4501 0.2278 0.1229
C -2.5253 1.4991 -0.4142
C -0.8948 1.2690 -0.4683
C -0.1784 -0.1382 -0.0192
C 1.4727 -0.3963 -0.0172
F 2.0001 0.4472 1.0994
F 1.8335 -1.8065 0.3144
F 2.1021 -0.0396 -1.3156
C -1.0967 -1.3913 0.5061
H -4.6351 0.3336 0.2214
H -3.0298 2.5365 -0.7132
H -0.2457 2.1940 -0.8349
H -0.6144 -2.4248 0.8301
Br 7.3580 2.1826 -3.6605
C 6.2095 1.3621 -2.3147
C 4.7492 1.5778 -2.6368
Br 4.1904 3.3942 -2.1976
H 6.5064 1.7755 -1.3466
H 6.4570 0.2969 -2.3412
H 4.1185 0.9299 -2.0214
H 4.5087 1.4159 -3.6911

Results
Structure (SMILES) = O=C(OBr)OC(F)(F)c1cccc(C(F)(F)F)c1.BrCCBr
Energy relative to the best compared isomer or geometry (same formula, charge and spin) = 1111.61 kJ/mol
HOMO energy = -9.85 eV
HOMO-LUMO gap = 8.18 eV

***

Entry 5:
DFT (ωB97M-V/def2-TZVPD) results for a molecular structure, C11H8LuNO5 at a distorted geometry.

Geometry (Å):
O -0.0411 -0.0136 -7.4547
C 0.1772 -0.0090 -6.2974
Lu -0.7006 -0.0343 -1.6127
O 1.9969 -0.0309 -3.7363
C 1.0944 -0.0367 -3.0302
C -2.9520 -0.0449 -1.0738
O -4.0587 -0.0631 -0.7623
C -0.9149 -2.2891 -2.0022
O -1.0236 -3.4154 -2.2044
C -0.9717 2.2070 -2.0392
O -1.0843 3.3257 -2.2781
H -1.5998 -0.0627 -3.3497
C 1.3000 0.0867 4.4397
C 0.8614 0.0297 3.0079
C 1.3868 0.9951 2.1548
C 0.9493 0.9524 0.8235
N 0.0972 -0.0336 0.4951
C -0.4489 -0.9584 1.2940
C -0.0405 -0.9555 2.6400
H 2.3911 -0.0244 4.5149
H 1.0386 1.0548 4.8838
H 0.8194 -0.7113 5.0055
H 2.0941 1.7696 2.4308
H 1.2611 1.6562 0.0091
H -1.1789 -1.6803 0.8399
H -0.4526 -1.7139 3.3020

Results
Energy relative to the best compared isomer or geometry (same formula, charge and spin) = 0.00 kJ/mol
Net charge = +2
HOMO energy = -16.76 eV
HOMO-LUMO gap = 6.78 eV

***

Entry 6:
DFT (ωB97M-V/def2-TZVPD) results for C11H8O2 in the gas phase at a distorted geometry.

Geometry (Å):
C -0.7919 -2.2668 0.3444
C -0.3997 -1.0578 -0.0679
C 0.7807 -0.2866 -0.2636
C 2.0396 -0.7663 -0.2601
C 3.0271 0.1285 0.0679
C 2.7456 1.4907 0.2138
C 1.4991 1.9697 0.0468
C 0.4594 1.0823 -0.1334
O -0.8409 1.2900 0.0577
C -1.5399 0.0068 0.1130
C -2.7028 0.1822 -0.8465
C -3.8446 0.4838 -0.3173
O -4.7227 0.6556 0.3879
H -1.8422 -2.5253 0.7605
H -0.2045 -3.1354 0.3386
H 2.1028 -1.8899 -0.3484
H 4.0014 -0.3921 0.2222
H 3.5715 2.0585 0.5147
H 1.3009 3.1334 -0.0166
H -1.9646 -0.0022 1.0779
H -2.6744 -0.1591 -1.8918

Results
Structure (SMILES) = C=C1c2ccccc2O[C@H]1C=C=O
Energy relative to the best compared isomer or geometry (same formula, charge and spin) = 333.49 kJ/mol
HOMO energy = -8.07 eV
HOMO-LUMO gap = 8.44 eV

***

Entry 7:
DFT (ωB97M-V/def2-TZVPD) results for a molecular structure, C11H9As3F34NaO5Pt2 at a distorted geometry.

Geometry (Å):
Na 0.4083 1.5078 -0.4923
Pt -2.3876 1.6891 3.8774
Pt 0.7646 -1.9006 2.8766
As -2.1811 4.1570 1.0041
F -2.2942 3.3471 2.6497
F -3.0569 2.7774 0.3949
F -2.1515 4.8885 -0.5231
F -1.2776 5.3826 1.7246
F -0.7192 3.2412 0.6824
F -3.6557 4.8937 1.4016
As 1.5308 1.8850 3.2662
F 1.7400 3.5431 3.0757
F 1.3890 1.6850 1.5521
F 1.0689 0.1292 3.4308
F 1.6016 1.9993 4.9592
F -0.2374 2.0865 3.4455
F 3.1557 1.4099 3.2061
As -1.8543 -1.4999 5.7182
F -2.9329 -2.5603 4.9637
F -2.7766 -1.4467 7.1181
F -0.7443 -0.3377 6.2694
F -0.9300 -1.5246 4.1437
F -2.7759 -0.1269 5.0024
F -0.8952 -2.7727 6.2648
O -1.6434 0.2909 0.0812
C -1.4566 -0.1577 1.3318
O -2.1504 0.3454 2.2476
O -0.5425 -1.0068 1.4979
H -2.4172 0.8850 0.2130
C 0.2837 3.1051 -4.1362
C -0.7855 4.0393 -3.6255
C -1.9635 3.3218 -2.9701
F -2.6932 2.5742 -3.8267
F -1.5057 2.5146 -1.9610
F -0.2720 4.8875 -2.7071
F -1.2649 4.7803 -4.6416
O 0.9656 2.4742 -3.0384
C 2.3199 2.3370 -3.2392
C 2.7387 1.3699 -4.3595
F 2.0674 1.5486 -5.5144
F 4.0633 1.5032 -4.5723
F 2.9358 3.5065 -3.3012
F 2.7236 1.6880 -2.0932
H 0.9539 3.5567 -4.8659
H -0.1678 2.3150 -4.7425
H -2.6618 4.0454 -2.5503
H 2.5863 0.3384 -4.0354
C 0.5668 -5.4145 -1.6920
C 1.2757 -6.4508 -0.8262
C 0.8592 -6.4349 0.6408
F -0.5076 -6.4805 0.7398
F 1.4025 -7.4307 1.3413
F 1.0053 -7.6570 -1.3790
F 2.6237 -6.3175 -0.8285
O 1.2091 -4.1476 -1.7687
C 0.6786 -3.1098 -1.0834
C 1.5667 -1.9149 -1.4429
F 1.5842 -1.7267 -2.7557
F 0.9747 -0.7817 -0.8913
F -0.5753 -2.8599 -1.4998
F 0.6593 -3.3439 0.2567
H -0.4832 -5.3917 -1.3985
H 0.5744 -5.8073 -2.7078
H 1.1141 -5.4806 1.1102
H 2.5694 -1.9653 -1.0181

Results
2S+1 = 5
Expectation value of S² = 6.005
Net charge = +1
HOMO energy (spin up / spin down) = -14.67 / -14.67 eV
HOMO-LUMO gap (spin up / spin down) = 7.80 / 6.87 eV

***

Entry 8:
DFT (ωB97M-V/def2-TZVPD) results for a molecular structure, C11H9Cl2N at a distorted geometry.

Geometry (Å):
C 1.9394 0.7669 0.2193
C -2.2627 -0.5820 2.6163
C -1.4170 0.4953 2.8269
C -2.1573 -1.3189 1.4485
C -0.4779 0.8377 1.8717
C -1.2225 -0.9763 0.4859
C -0.3784 0.1101 0.6850
C 0.7619 -0.2662 -2.0700
C 0.6494 0.5418 -0.2798
C 0.3372 1.0906 -1.6572
C 2.1304 -0.6151 -2.5220
N 2.9854 0.9286 0.6653
Cl -1.3782 1.4805 -1.9207
Cl 1.3382 2.4569 -2.2000
H -3.0004 -0.8476 3.3608
H -1.4863 1.0742 3.7360
H -2.8008 -2.1707 1.2817
H 0.1786 1.6796 2.0420
H -1.1422 -1.5654 -0.4149
H -0.0273 -0.9839 -2.2138
H 2.8609 0.1390 -2.2385
H 2.1238 -0.7011 -3.6113
H 2.4459 -1.5738 -2.1108

Results
Energy relative to the best compared isomer or geometry (same formula, charge and spin) = 39.62 kJ/mol
HOMO energy = -8.96 eV
HOMO-LUMO gap = 9.21 eV

***

Number 1: DFT total energy -1877.015272 hartree. Number 2: DFT total energy -532.118299 hartree. Number 3: DFT total energy -1012.079519 hartree. Number 4: DFT total energy -8870.573681 hartree. Number 5: DFT total energy -2089.768865 hartree. Number 6: DFT total energy -574.335634 hartree. Number 7: DFT total energy -11304.397227 hartree. Number 8: DFT total energy -1399.639719 hartree.